DFT (ωB97M-V with the def2-TZVPD basis set) results for a structure of composition C51H61AsN2O8S2Ta.

- max |F| (eV Å⁻¹) = 1.10
- ΔE to the lowest compared entry with this formula, charge and spin (kJ/mol) = 22.8
- HOMO (eV) = -10.580
- E_LUMO (eV) = -4.855

Geometry as ORCA input:
```
! wB97M-V def2-TZVPD RIJCOSX def2/J DEFGRID3
* xyz 1 1
Ta -0.133 0.153 -1.083
As -0.056 -2.923 -0.656
S 3.239 2.802 -2.865
S -0.701 -1.291 -4.179
O -0.711 -0.599 -2.842
O -1.014 -1.505 -0.347
O -1.843 -0.926 -4.949
O -2.236 0.432 -1.149
O 1.291 0.772 0.156
O 2.501 -2.068 -3.123
O 1.255 -1.637 -0.874
O 0.599 -1.118 -4.799
N -1.038 0.635 1.042
N 1.728 0.743 -2.474
C 6.482 -2.982 -2.170
C 1.208 0.833 1.479
C -1.591 4.468 -1.631
C 5.327 0.981 -3.121
C -0.536 5.014 -2.348
C 5.378 -2.821 -3.230
C -0.477 1.647 6.218
C -1.246 -5.192 -4.662
C -4.492 1.005 2.169
C -0.520 -4.952 -2.395
C -5.096 0.616 0.901
C 2.078 1.057 3.668
C 0.634 0.688 5.768
C -6.858 1.344 3.050
C 3.983 1.252 -2.920
C 3.675 2.612 0.868
C 3.444 -1.087 -3.003
C 1.733 2.056 -2.541
C -0.503 2.284 -1.560
C -4.525 -1.335 -2.061
C 4.132 0.133 0.851
C 1.908 1.038 6.539
C 0.234 -0.753 6.115
C -5.071 0.019 -1.576
C -0.255 0.623 3.422
C -5.080 0.410 4.518
C -3.146 1.030 2.283
C 0.827 0.799 4.254
C -0.885 -5.766 -3.459
C -4.419 0.385 -0.248
C 2.315 1.087 2.302
C 3.705 1.332 1.716
C -5.005 2.815 3.810
C 4.756 1.520 2.810
C 5.711 -0.336 -3.159
C -0.081 0.696 2.033
C 4.797 -1.401 -3.110
C 3.028 0.245 -2.763
C -0.477 -3.559 -2.489
C -0.826 -3.007 -3.733
C -6.586 -0.101 -1.420
C -2.330 0.717 1.149
C 0.562 2.878 -2.255
C -2.983 0.498 -0.157
C 4.385 -3.967 -3.002
C -1.566 3.134 -1.256
C -5.362 1.388 3.366
C -4.776 1.108 -2.623
C -1.213 -3.810 -4.793
C 0.546 4.214 -2.658
C 5.981 -2.989 -4.631
H 3.460 3.479 1.495
H 5.719 1.725 2.341
H -5.706 0.657 5.376
H 6.046 1.780 -3.239
H -0.558 6.049 -2.660
H 4.942 -4.905 -3.037
H -3.714 1.188 -2.842
H -0.894 -6.840 -3.333
H -3.453 -1.301 -2.243
H 6.760 -0.559 -3.287
H 0.083 -0.853 7.191
H -1.550 -5.803 -5.501
H -5.620 3.097 4.665
H -7.126 2.025 2.240
H -5.013 -1.604 -2.999
H 3.432 -0.049 0.038
H 6.454 -3.969 -4.717
H 2.918 2.557 0.090
H -5.290 0.858 -3.552
H 5.115 0.327 0.417
H -7.195 0.339 2.791
H 4.202 -0.771 1.460
H -1.440 1.394 5.770
H 2.917 1.224 4.325
H -2.686 1.355 3.201
H -0.694 -1.042 5.618
H -5.297 -0.618 4.221
H -1.214 0.372 3.845
H -7.415 1.654 3.934
H 6.089 -2.796 -1.169
H 4.645 2.768 0.392
H 3.608 -4.003 -3.759
H -0.599 1.595 7.301
H -0.236 2.677 5.950
H -3.961 2.902 4.109
H 1.711 0.970 7.609
H -6.860 -0.870 -0.695
H 2.241 2.056 6.327
H -4.735 -2.120 -1.330
H 2.007 -1.829 -1.455
H 6.737 -2.232 -4.842
H -0.268 -5.428 -1.452
H 5.206 -2.917 -5.396
H 4.523 2.364 3.461
H 4.871 0.624 3.422
H -5.190 3.531 3.007
H -7.020 -0.384 -2.379
H -6.171 0.536 0.882
H -1.491 -3.345 -5.730
H -2.426 2.771 -0.706
H 1.372 4.626 -3.224
H 3.909 -3.903 -2.021
H 1.793 -1.740 -3.734
H -2.445 5.080 -1.371
H 7.325 -2.312 -2.333
H 1.011 -1.456 5.811
H 6.867 -4.002 -2.200
H -5.145 2.079 -2.285
H -7.041 0.845 -1.119
H -4.038 0.457 4.838
H 2.723 0.349 6.312
*
```

Here are the Löwdin charges for atoms 1 to 6, given in e: number 1, Ta, carries 1.95; number 2, As, carries 1.31; number 3, S, carries 1.19; number 4, S, carries 0.55; number 5, O, carries -0.47; number 6, O, carries -0.65

=====

DFT (ωB97M-V with the def2-TZVPD basis set) results for a structure of composition C19H40BO13Ti.

- max |F| (eV Å⁻¹) = 7.94
- HOMO (spin up / spin down) (eV) = -0.736 / -4.716
- E_LUMO (spin up / spin down) (eV) = 1.776 / 1.750

Geometry as ORCA input:
```
! wB97M-V def2-TZVPD RIJCOSX def2/J DEFGRID3
* xyz -1 5
Ti 9.224 33.113 2.237
O 9.669 38.060 4.620
O 10.384 31.078 2.657
O 9.840 33.453 4.786
O 11.130 37.392 6.369
O 8.788 36.476 6.208
O 8.410 35.149 1.019
O 6.948 32.727 3.572
O 11.995 39.407 7.000
O 11.159 34.454 1.247
O 10.055 40.370 4.642
O 10.492 35.707 4.759
O 8.579 31.995 0.065
O 7.482 34.584 6.299
C 5.608 31.031 4.264
C 7.309 36.096 0.972
C 6.766 36.025 2.322
C 10.239 39.201 5.062
C 8.569 35.164 5.989
C 7.431 31.330 -0.075
C 5.612 32.394 3.500
C 11.175 35.032 -1.003
C 11.982 34.506 0.078
C 10.086 29.783 2.873
C 12.524 33.045 -0.150
C 7.819 30.134 -1.021
C 11.222 38.728 6.295
C 6.580 32.385 -0.766
C 4.564 33.498 3.966
C 9.735 34.627 5.072
C 10.527 28.998 1.639
C 10.737 29.412 4.281
C 7.976 37.487 0.713
B 10.019 36.919 5.501
H 10.445 34.332 -1.411
H 11.576 28.700 1.623
H 11.733 29.828 4.436
H 11.167 31.246 3.186
H 4.755 30.419 3.970
H 12.973 32.724 -1.090
H 9.020 29.601 3.007
H 12.839 35.161 0.234
H 11.820 35.274 -1.847
H 3.554 33.103 3.862
H 5.584 31.984 -0.954
H 10.054 29.859 5.003
H 8.570 29.499 -0.552
H 6.955 32.886 -1.658
H 9.950 28.073 1.638
H 8.612 37.868 1.512
H 5.381 32.117 2.471
H 8.556 37.428 -0.208
H 6.288 33.175 -0.074
H 9.194 35.597 0.692
H 7.051 33.069 4.463
H 7.383 36.532 3.064
H 6.664 34.973 2.585
H 4.647 33.725 5.029
H 5.445 31.332 5.299
H 4.528 34.404 3.362
H 6.478 30.380 4.182
H 10.926 28.351 4.447
H 7.065 30.973 0.888
H 5.727 36.353 2.352
H 6.519 35.934 0.239
H 7.274 38.281 0.456
H 8.141 30.323 -2.045
H 10.214 29.431 0.689
H 10.583 35.878 -0.653
H 6.916 29.542 -1.169
H 13.175 32.785 0.685
H 11.693 34.574 2.035
H 11.572 32.531 -0.017
H 8.896 32.149 -0.828
*
```

Here are the Löwdin charges for atoms 1 to 6, given in e: number 1, Ti, carries 0.68; number 2, O, carries 0.18; number 3, O, carries -0.11; number 4, O, carries -0.04; number 5, O, carries 0.20; number 6, O, carries 0.14

=====

DFT (ωB97M-V with the def2-TZVPD basis set) results for a structure of composition C9H10N3O3S.

- max |F| (eV Å⁻¹) = 3.57
- ΔE to the lowest compared entry with this formula, charge and spin (kJ/mol) = 50.3
- HOMO (eV) = -12.847
- E_LUMO (eV) = -3.794

Geometry as ORCA input:
```
! wB97M-V def2-TZVPD RIJCOSX def2/J DEFGRID3
* xyz 1 1
S 2.321 -1.118 -0.321
O 2.532 -1.329 1.061
O 1.901 2.654 0.538
O 3.435 -0.968 -1.183
N 1.379 0.427 -0.234
N 1.269 -2.184 -0.943
N 2.032 1.091 2.214
C 1.500 0.993 -1.501
C 0.256 1.250 -1.929
C -0.629 -0.235 1.165
C -2.128 0.604 -0.924
C -2.007 -0.232 1.293
C -0.769 0.815 -0.995
C -2.789 0.134 0.230
C 0.012 0.270 0.052
C 1.867 1.631 1.086
H 1.551 -2.610 -1.809
H -3.889 0.065 0.320
H -0.086 -0.468 2.108
H 2.359 1.715 2.962
H -2.405 -0.258 2.351
H -2.765 1.031 -1.734
H 1.957 0.077 2.372
H 0.984 -2.850 -0.266
H 2.544 1.252 -1.663
H 0.068 1.640 -2.922
*
```

Here are the Löwdin charges for atoms 1 to 6, given in e: number 1, S, carries 0.66; number 2, O, carries -0.25; number 3, O, carries 0.24; number 4, O, carries -0.21; number 5, N, carries -0.16; number 6, N, carries 0.02

=====

DFT (ωB97M-V with the def2-TZVPD basis set) results for the molecule C4H4N2O.

- max |F| (eV Å⁻¹) = 4.77
- ΔE to the lowest compared entry with this formula, charge and spin (kJ/mol) = 671.5
- HOMO (spin up / spin down) (eV) = -9.971 / -9.213
- E_LUMO (spin up / spin down) (eV) = -1.547 / -1.554

Geometry as ORCA input:
```
! wB97M-V def2-TZVPD RIJCOSX def2/J DEFGRID3
* xyz 0 1
O 1.733 0.842 -0.333
N 2.218 -1.533 0.030
N -2.675 -0.614 -0.646
C 2.413 -0.348 -0.059
C -1.876 -0.290 0.303
C -0.720 0.395 0.127
C 0.334 1.045 -0.129
H -1.878 -0.585 1.331
H 3.373 0.242 0.049
H -3.349 -1.353 -0.607
H 0.426 2.200 -0.067
*
```

Here are the Löwdin charges for atoms 1 to 6, given in e: number 1, O, carries -0.08; number 2, N, carries 0.22; number 3, N, carries 0.13; number 4, C, carries -0.37; number 5, C, carries -0.28; number 6, C, carries 0.05

=====

DFT (ωB97M-V with the def2-TZVPD basis set) results for a structure of composition C13H29AlF3N3OS.

- max |F| (eV Å⁻¹) = 1.55
- HOMO (eV) = -16.616
- E_LUMO (eV) = -5.725

Geometry as ORCA input:
```
! wB97M-V def2-TZVPD RIJCOSX def2/J DEFGRID3
* xyz 2 1
S -1.866 1.163 -1.339
Al 0.208 -1.087 -0.508
F -0.756 -0.888 -3.364
F 1.085 -0.316 -1.831
F 0.790 -2.289 -3.277
O -1.095 0.095 -0.451
N 2.077 -1.914 -0.114
N -0.363 -3.011 0.011
N 0.269 -0.914 1.567
C -3.129 4.250 1.276
C 2.067 -3.372 0.072
C 0.651 2.522 -1.011
C 1.594 -1.195 2.150
C -0.526 2.246 -1.938
C 2.613 -1.142 1.015
C -2.101 3.406 0.522
C -0.654 -3.173 1.449
C -0.798 -1.791 2.076
C 0.727 -3.902 -0.438
C -2.785 2.229 -0.162
C 1.830 3.038 -1.832
C -0.099 -1.671 -2.575
H 1.852 -0.478 2.932
H 2.662 -1.712 -0.922
H 0.007 0.039 1.816
H -0.165 1.743 -2.837
H -1.759 -1.365 1.782
H -1.619 4.045 -0.218
H 0.565 -4.922 -0.085
H -3.236 1.553 0.567
H -3.597 3.684 2.076
H -3.591 2.603 -0.801
H 2.208 2.274 -2.507
H 2.212 -3.612 1.125
H 0.952 1.599 -0.496
H -1.569 -3.745 1.617
H -1.351 3.052 1.232
H 0.395 3.258 -0.252
H -1.197 -3.287 -0.505
H -3.911 4.611 0.614
H 0.159 -3.723 1.921
H -2.646 5.118 1.717
H -1.025 3.160 -2.256
H 2.715 -0.103 0.678
H 2.638 3.352 -1.176
H 1.530 3.896 -2.428
H 2.879 -3.854 -0.477
H -0.764 -1.865 3.166
H 1.585 -2.185 2.607
H 0.744 -3.914 -1.529
H 3.590 -1.506 1.342
*
```

Here are the Löwdin charges for atoms 1 to 6, given in e: number 1, S, carries 1.17; number 2, Al, carries -0.08; number 3, F, carries 0.16; number 4, F, carries -0.11; number 5, F, carries 0.18; number 6, O, carries -0.41

=====

DFT (ωB97M-V with the def2-TZVPD basis set) results for a cluster of 2 separate species, Br2H2O2Si in total.

- SMILES = O=[Si](Br)Br.O
- max |F| (eV Å⁻¹) = 3.63
- ΔE to the lowest compared entry with this formula, charge and spin (kJ/mol) = 316.3
- HOMO (eV) = -10.770
- E_LUMO (eV) = -0.410

Geometry as ORCA input:
```
! wB97M-V def2-TZVPD RIJCOSX def2/J DEFGRID3
* xyz 0 1
Br 1.921 -0.440 3.923
Br -1.172 0.969 4.065
Si 0.935 1.462 3.887
O -0.489 -1.383 1.694
O 1.494 2.844 3.655
H -0.371 -2.288 1.342
H -1.252 -0.879 1.173
*
```

Here are the Löwdin charges for atoms 1 to 6, given in e: number 1, Br, carries 0.43; number 2, Br, carries 0.40; number 3, Si, carries -0.37; number 4, O, carries -0.19; number 5, O, carries -0.41; number 6, H, carries 0.04

=====

| no. | DFT total energy (eV) |
| --- | --- |
| 1 | -157298.769 |
| 2 | -70762.231 |
| 3 | -30934.365 |
| 4 | -9233.529 |
| 5 | -46043.116 |
| 6 | -152092.184 |